ORCA calculation (ωB97M-V/def2-TZVPD) on 3 unconnected molecules or ions with the total composition C19H27F2O2S in a non-equilibrium geometry.

Last column: Löwdin charge in e.
Atoms and positions in Å:
1 C -1.210 2.703 1.889  -0.09
2 C -2.487 3.078 1.148  -0.21
3 C -2.567 2.298 -0.139  -0.24
4 O -1.420 2.707 -0.944  -0.42
5 S -1.521 2.243 -2.458  1.22
6 C -0.338 0.874 -2.677  -0.31
7 C -0.381 -0.003 -1.432  -0.21
8 C 0.568 -1.205 -1.578  -0.22
9 O -0.052 -2.452 -1.470  -0.18
10 C -0.725 -2.682 -0.239  -0.08
11 H -1.146 1.625 1.961  0.06
12 H -0.329 3.052 1.366  0.08
13 H -1.177 3.119 2.887  0.07
14 H -2.472 4.134 0.907  0.12
15 H -3.351 2.853 1.758  0.13
16 H -2.511 1.248 0.117  0.11
17 H -3.505 2.457 -0.663  0.12
18 H -0.852 3.232 -3.086  0.05
19 H 0.650 1.254 -2.888  0.11
20 H -0.748 0.302 -3.499  0.11
21 H -0.129 0.564 -0.547  0.11
22 H -1.409 -0.318 -1.296  0.11
23 H 1.050 -1.190 -2.549  0.11
24 H 1.362 -1.095 -0.840  0.14
25 H -1.797 -2.639 -0.401  0.09
26 H -0.478 -1.947 0.526  0.09
27 H -0.463 -3.653 0.152  0.09
28 F 3.549 -3.172 -7.995  0.07
29 C 3.034 -3.241 -6.757  -0.29
30 C 1.741 -2.803 -6.547  -0.02
31 C 1.211 -2.879 -5.267  -0.09
32 C 1.976 -3.379 -4.222  -0.10
33 C 3.274 -3.812 -4.456  -0.07
34 C 3.810 -3.747 -5.734  -0.01
35 H 1.165 -2.414 -7.376  0.12
36 H 0.195 -2.551 -5.087  0.10
37 H 1.556 -3.439 -3.225  0.09
38 H 3.871 -4.201 -3.643  0.11
39 H 4.816 -4.086 -5.940  0.12
40 F -0.653 0.715 4.176  0.03
41 C -0.440 1.159 5.440  -0.28
42 C 0.587 0.607 6.176  -0.02
43 C 0.803 1.068 7.466  -0.07
44 C -0.008 2.060 7.999  -0.09
45 C -1.038 2.596 7.240  -0.08
46 C -1.258 2.147 5.946  -0.03
47 H 1.203 -0.170 5.744  0.12
48 H 1.608 0.650 8.056  0.11
49 H 0.162 2.413 9.007  0.11
50 H -1.674 3.366 7.656  0.11
51 H -2.054 2.555 5.337  0.11

As for the electronic energy: -40497.121 eV. The charge is +1. As for the HOMO energy: -11.2 eV. For the HOMO-LUMO gap, the calculation gives 7.3 eV. As for the spin multiplicity: 1.